1.
23
Properties=species:S:1:pos:R:3:forces:R:3 method="wB97M-V/def2-TZVPD" fmax_ev_per_a=0.82 de_lowest_kcal_mol=15.5 e_lumo_ev=-3.6 multiplicity=1 total_charge=+1 total_energy_ha=-1067.02786
N 2.90062 1.59720 -0.36176 -0.048 0.258 -0.215
C 2.33284 2.57087 -1.36809 -0.193 0.100 0.287
C 1.39235 3.52988 -0.66356 -0.468 0.193 -0.267
N 0.72324 4.33340 -1.68411 0.413 -0.157 0.136
H 3.34629 2.09175 0.41282 0.009 -0.029 0.028
H 2.13011 1.03481 0.01384 0.107 -0.184 0.117
H 3.59394 0.98265 -0.78987 -0.052 -0.095 0.062
H 3.15856 3.08980 -1.84729 0.093 -0.091 -0.046
H 1.77137 1.98201 -2.08803 0.093 0.005 -0.161
H 0.61635 2.94642 -0.16596 -0.032 -0.081 0.197
H 1.89886 4.12819 0.10352 0.263 -0.111 -0.015
H 0.24074 5.10749 -1.24477 -0.114 -0.013 -0.123
H 1.40888 4.72678 -2.32023 -0.108 0.168 0.008
C 0.63463 -0.45185 1.01270 -0.271 0.470 0.617
C -0.45715 -1.41984 1.44580 -0.041 -0.120 -0.039
S -1.36400 -1.94084 -0.03939 -0.090 -0.035 0.045
S -2.75100 -3.22814 0.74973 -0.015 0.041 -0.137
H 0.16198 0.38545 0.47824 0.154 -0.248 -0.385
H 1.40257 -0.97811 0.44362 0.007 0.158 -0.177
H 1.06431 0.01622 1.90558 0.221 -0.265 0.004
H -1.14389 -0.93566 2.13260 -0.101 0.095 0.021
H -0.04850 -2.28999 1.95162 0.120 -0.067 -0.040
H -2.14417 -4.37930 0.41792 0.050 0.007 0.084

***

2.
23
Properties=species:S:1:pos:R:3:forces:R:3 method="wB97M-V/def2-TZVPD" fmax_ev_per_a=1.31 de_lowest_kcal_mol=21.2 e_lumo_ev=0.9 multiplicity=1 total_charge=0 total_energy_ha=-400.88440 smiles=NCCN.NCCO
N -0.09679 -0.49562 -1.39783 0.387 -1.231 0.204
C -1.44491 -0.96610 -1.05798 -0.144 -0.314 -0.570
C -2.07079 -0.15164 0.06199 -0.330 -0.815 -0.210
N -3.43218 -0.65417 0.30466 0.402 0.356 -0.632
H 0.62703 -1.03507 -0.89493 -0.362 0.303 -0.149
H 0.13381 -0.60088 -2.37460 -0.264 0.009 -0.181
H -2.08331 -0.89572 -1.94427 0.015 0.199 0.110
H -1.45323 -2.03877 -0.81338 0.071 0.124 0.185
H -1.46156 -0.22618 0.95683 0.399 0.171 0.197
H -2.10677 0.87740 -0.25930 -0.049 0.403 0.074
H -3.39273 -1.62956 0.54359 -0.045 -0.335 0.172
H -3.82448 -0.16258 1.08246 -0.345 0.160 0.401
N 2.36710 -0.92343 0.46322 0.141 -0.280 -0.370
C 2.02472 0.22704 1.28212 -0.317 0.316 -0.001
C 1.85197 1.50649 0.46767 0.346 0.033 -0.107
O 0.63023 1.62333 -0.20122 0.010 0.734 0.586
H 3.25711 -0.75354 0.01006 0.050 0.005 -0.128
H 2.52507 -1.70592 1.07973 -0.009 -0.336 -0.006
H 2.75104 0.37550 2.07815 0.226 0.258 0.180
H 1.07380 0.00332 1.75430 -0.259 0.082 0.217
H 2.69368 1.59022 -0.25501 -0.092 -0.050 0.281
H 1.95570 2.35063 1.16872 -0.145 -0.127 -0.281
H 0.35568 0.80038 -0.70188 0.312 0.334 0.028

***

3.
23
Properties=species:S:1:pos:R:3:forces:R:3 method="wB97M-V/def2-TZVPD" fmax_ev_per_a=2.46 de_lowest_kcal_mol=24.4 e_lumo_ev=0.9 multiplicity=1 total_charge=0 total_energy_ha=-400.87927 smiles=CNCCNCN.O
C 3.11157 -0.22937 -0.13759 0.564 -0.841 0.257
N 1.66948 -0.18686 -0.07622 -0.312 0.504 0.241
C 0.98556 -0.64991 -1.25695 -0.049 -1.202 -0.583
C -0.55585 -0.55188 -1.17020 0.902 0.629 -0.381
N -1.00496 -0.99808 0.12187 -0.059 0.088 0.186
C -2.36510 -0.59687 0.55716 1.761 1.702 0.174
N -2.54966 0.85325 0.49428 -1.090 -0.863 -0.456
H 3.53981 0.30276 -0.98485 -0.254 0.108 -0.098
H 3.51931 0.20875 0.77754 -0.020 0.003 -0.131
H 3.45862 -1.28668 -0.18376 0.124 0.460 -0.122
H 1.40758 -0.74751 0.72285 -0.409 0.056 0.001
H 1.20486 -1.71952 -1.49533 0.139 0.226 0.308
H 1.41221 -0.12157 -2.11472 -0.407 0.238 0.000
H -0.84010 0.49416 -1.28664 -0.023 0.063 0.177
H -0.95119 -1.05609 -2.06679 -0.188 -0.248 0.231
H -0.81416 -1.97493 0.30323 -0.170 -0.063 -0.131
H -3.10928 -1.09286 -0.06546 -0.484 0.004 0.531
H -2.34623 -0.75308 1.63615 -0.655 -1.087 -0.173
H -1.79453 1.42289 0.83628 0.336 -0.056 -0.115
H -2.91733 1.16454 -0.38875 0.230 0.241 -0.045
O 0.46325 2.08650 1.25641 -0.237 -0.058 -0.136
H 0.73893 1.37101 0.64126 0.197 0.092 0.290
H 0.17340 1.62599 2.05051 0.104 0.006 -0.024

***

Number 1: gap between HOMO and LUMO 7.89 eV. Number 2: gap between HOMO and LUMO 10.07 eV. Number 3: gap between HOMO and LUMO 9.85 eV.